Model 1:
ORCA calculation (ωB97M-V with the def2-TZVPD basis set) on a 2-piece molecular cluster, C4H8O3 overall.

Frontier orbital gap   10.84 eV
Highest occupied orbital energy   -10.144 eV
Lowest unoccupied orbital energy   0.7 eV
Multiplicity   1
SMILES   O=CCO.CC=O

Cartesian coordinates (Å):
C1 2.4558 0.4041 0.6934
H1 2.3779 1.0854 1.5495
O1 0.9196 0.5380 -1.1482
H2 -0.8429 -0.6579 0.9271
O2 -3.2450 0.3758 -0.6582
H3 -1.3409 1.0263 -0.9177
H4 1.9749 -0.5494 0.9232
H5 2.2383 2.0146 -0.8164
C2 -2.0425 0.2514 -0.5651
C3 1.8237 1.0319 -0.5138
H6 3.5260 0.2490 0.5092
C4 -1.4369 -0.9859 0.0540
H7 -0.7155 -1.4119 -0.6562
O3 -2.4234 -1.9086 0.4036
H8 -3.2691 -1.4628 0.2155

***

Model 2:
ORCA calculation (ωB97M-V with the def2-TZVPD basis set) on one molecule with the formula C4H8O3.

Frontier orbital gap   10.86 eV
Highest occupied orbital energy   -9.983 eV
Lowest unoccupied orbital energy   0.9 eV
Multiplicity   1
SMILES   C[C@@H](O)[C@H]1O[C@@H]1O

Cartesian coordinates (Å):
H1 -0.1558 -1.6191 -1.2736
H2 0.0509 1.1457 -1.4908
H3 1.9349 0.7155 0.1375
C1 -0.4006 0.4252 0.5482
C2 0.6472 -0.6624 0.4849
H4 0.9147 -0.9269 1.5194
H5 -0.7715 -2.2715 0.2652
O1 -1.5789 2.1478 -0.8109
C3 -0.4795 1.3673 -0.5623
H6 0.8789 -2.6553 -0.2737
O2 1.7809 -0.1813 -0.2031
H7 -1.2690 0.2502 1.1875
H8 -1.8756 2.4045 0.0709
C4 0.1142 -1.8776 -0.2437
O3 0.2073 1.7329 0.6129

***

Which of them is the most stable, and which is the least stable? model 1 and model 2, in that order.

***

Model 1:
ORCA calculation (ωB97M-V with the def2-TZVPD basis set) on C3H9NSi as an isolated structure.

Frontier orbital gap   9.50 eV
Highest occupied orbital energy   -8.788 eV
Lowest unoccupied orbital energy   0.7 eV
Multiplicity   1

Cartesian coordinates (Å):
H1 -2.8420 -1.3557 0.0081
C1 -1.7716 -1.0721 0.8381
H2 0.3499 -0.0135 2.9160
H3 -1.8987 -0.4926 1.7080
H4 -0.1241 1.3820 2.2767
H5 1.5420 1.0382 1.9622
H6 1.2981 -0.9350 0.4771
C2 0.5280 0.6224 2.0445
N1 -0.3716 0.4130 -1.1313
H7 -1.3173 -1.3419 -2.1162
C3 -1.1467 -0.2704 -1.8055
H8 -1.7027 -1.9029 1.5590
Si1 0.0915 -0.2316 0.4247
H9 -2.1495 0.2723 -2.0613

***

Model 2:
ORCA calculation (ωB97M-V with the def2-TZVPD basis set) on a 2-piece molecular cluster, C3H9NSi overall.

Frontier orbital gap (spin up / spin down)   7.83 / 7.88 eV
Highest occupied orbital energy (spin up / spin down)   -7.922 / -7.881 eV
Lowest unoccupied orbital energy (spin up / spin down)   -0.1 / 0.0 eV
Multiplicity   1

Cartesian coordinates (Å):
H1 -1.2689 -2.8986 -0.7040
C1 1.0728 -1.7444 -0.2529
H2 -0.9516 1.9849 -0.9336
Si1 0.0159 -0.0098 0.0302
H3 -1.1768 0.6827 1.9727
C2 -0.1612 0.6706 1.8533
H4 0.1636 1.6698 1.8450
H5 0.4092 1.5329 -1.9425
H6 0.4014 0.0215 2.5848
C3 -0.5245 1.1347 -1.3575
H7 1.3691 -1.8837 -1.3004
N1 -0.2631 -1.7046 0.1514
H8 -1.2450 0.6294 -1.9665
H9 1.7301 -2.1433 0.5053

***

Which of them is the most stable, and which is the least stable? model 1 and model 2, in that order.

***

Model 1:
ORCA calculation (ωB97M-V with the def2-TZVPD basis set) on one molecule with the formula C8H14N4O2.

Frontier orbital gap   8.03 eV
Highest occupied orbital energy   -8.384 eV
Lowest unoccupied orbital energy   -0.4 eV
Multiplicity   1

Cartesian coordinates (Å):
O1 -2.4078 -2.4725 -0.0784
C1 0.2083 0.1671 -0.2925
C2 -2.2011 1.2472 0.0189
C3 1.2412 -0.8852 -0.2466
H1 0.4355 3.3088 0.5687
H2 2.6956 0.4028 -1.3920
H3 2.7146 0.4683 0.2810
N1 0.1061 1.4292 0.0019
C4 1.2206 -1.3057 1.2318
H4 1.5029 -2.9849 -0.6991
C5 2.6365 -0.2340 -0.5463
O2 -4.0558 -0.9505 -0.1391
H5 -0.2545 -2.2649 -0.9198
H6 2.0233 -0.6910 1.6759
H7 3.3755 -1.0458 -0.3281
N2 -3.4086 1.8058 -0.0717
N3 -2.8025 -1.3028 -0.1188
N4 -1.1162 2.0434 0.0847
H8 1.5522 2.2389 1.5896
H9 0.1844 -1.1750 1.5724
C6 1.1074 2.3565 0.5121
H10 1.7715 2.5613 -0.2821
H11 -4.1419 1.1344 -0.1822
H12 1.0239 -1.9987 -2.2530
C7 0.8725 -2.1491 -1.1102
H13 -3.7381 2.7897 0.0240
H14 1.5156 -2.3186 1.1884
C8 -2.0608 -0.1746 -0.0894

***

Model 2:
ORCA calculation (ωB97M-V with the def2-TZVPD basis set) on a 2-piece molecular cluster, C8H14N4O2 overall.

Frontier orbital gap (spin up / spin down)   7.30 / 7.31 eV
Highest occupied orbital energy (spin up / spin down)   -7.919 / -7.919 eV
Lowest unoccupied orbital energy (spin up / spin down)   -0.6 / -0.6 eV
Multiplicity   1

Cartesian coordinates (Å):
H1 -4.2942 1.2396 -0.1595
H2 2.2779 0.8625 2.4582
N1 1.0852 1.6625 0.3537
H3 -0.0256 0.0449 0.1603
C1 -2.8782 2.9014 0.3006
H4 -2.9888 -2.2760 -1.5484
N2 -2.3060 0.7844 -0.0706
H5 -2.9207 -1.4289 1.7983
C2 -3.3275 1.5886 -0.0674
N3 0.0059 1.0355 0.2018
O1 -3.0098 -1.8686 0.8737
H6 3.0652 1.6799 0.0821
H7 3.4917 -0.1882 -1.2004
O2 -0.8741 -1.2418 0.6882
C3 2.4064 0.2373 1.6808
C4 -1.1999 1.5743 0.1804
H8 -1.1282 -2.4593 -1.5777
C5 2.3838 -0.0699 -0.8452
C6 2.3014 0.9164 0.2454
N4 -1.5431 2.8960 0.4274
C7 -1.9277 -1.4390 0.1487
H9 -1.6980 -0.9994 -2.0225
C8 -1.9626 -1.7590 -1.2645
H10 2.1072 -1.1456 -0.4605
H11 1.6680 -0.6284 1.7796
H12 3.4787 -0.2827 1.6604
H13 -3.5458 3.8111 0.2776
H14 1.7662 0.3211 -1.6486

***

Which of them is the most stable, and which is the least stable? model 2 and model 1, in that order.

***

Model 1:
ORCA calculation (ωB97M-V with the def2-TZVPD basis set) on one molecule with the formula C4H9NOS2.

Frontier orbital gap   9.35 eV
Highest occupied orbital energy   -9.107 eV
Lowest unoccupied orbital energy   0.2 eV
Multiplicity   1
SMILES   CC(=O)NCCSS

Cartesian coordinates (Å):
C1 0.3495 -0.9229 0.0985
O1 1.5867 -1.3573 -3.2482
H1 -1.6838 0.0444 0.6367
C2 -0.6964 0.2332 0.2366
H2 -1.1388 -1.1649 -3.0008
S1 0.1156 1.5648 1.2134
H3 1.0079 -0.9323 0.9386
H4 -1.0366 0.6197 -0.7360
H5 2.0571 -0.5835 -0.8987
S2 -1.0985 1.4449 2.9434
H6 -0.4399 -2.7425 -3.3884
C3 0.7799 -1.3584 -2.3460
H7 -2.1472 2.1131 2.4272
N1 1.1068 -0.8073 -1.1287
H8 -1.2358 -2.4518 -1.8569
C4 -0.5574 -2.0038 -2.5860
H9 -0.1904 -1.8743 0.2123

***

Model 2:
ORCA calculation (ωB97M-V with the def2-TZVPD basis set) on one molecule with the formula C4H9NOS2.

Frontier orbital gap   9.42 eV
Highest occupied orbital energy   -8.812 eV
Lowest unoccupied orbital energy   0.6 eV
Multiplicity   1
SMILES   N[C@@H]1[C@H](O)[C@H](S)[C@@H]1S

Cartesian coordinates (Å):
H1 -0.9705 1.8392 -0.3754
H2 1.3224 1.7110 0.4437
H3 2.1036 1.9331 -1.9264
C1 -0.4872 0.8701 -0.4087
C2 0.8551 -0.3653 0.8208
C3 -0.6809 -0.0342 0.8443
H4 -2.4262 -0.9679 1.3088
H5 -0.0136 -2.5008 0.4070
H6 -1.9378 -1.1746 -0.2855
S1 1.2284 -1.9944 0.1248
C4 1.0368 0.8369 -0.1257
H7 -0.9179 0.5763 1.7422
S2 2.1810 0.6593 -1.5087
H8 1.3506 -0.2538 1.7763
H9 -0.1270 -0.2495 -1.9718
O1 -0.8870 0.2361 -1.5885
N1 -1.6297 -1.1216 0.7228

***

Model 3:
ORCA calculation (ωB97M-V with the def2-TZVPD basis set) on one molecule with the formula C4H9NOS2.

Frontier orbital gap   9.16 eV
Highest occupied orbital energy   -8.534 eV
Lowest unoccupied orbital energy   0.6 eV
Multiplicity   1
SMILES   CSC(SC)C(N)=O

Cartesian coordinates (Å):
O1 1.4860 0.8560 -0.5977
H1 1.8902 -2.3811 1.7750
H2 0.3257 -1.5149 1.9894
C1 -0.2754 -0.7783 -0.8872
H3 -0.9920 1.0591 -2.5522
H4 -2.0142 1.1795 1.8393
H5 0.3207 2.1957 -2.3137
C2 0.4862 0.5229 -1.2002
H6 -0.3238 0.7099 1.7371
S1 0.7811 -2.1280 -0.3093
S2 -1.7533 -0.3944 0.1245
H7 1.7528 -0.6519 1.3361
H8 -0.6759 -1.1643 -1.8174
H9 -0.9716 1.8488 0.5564
N1 -0.0668 1.2591 -2.1973
C3 1.2234 -1.5990 1.3516
C4 -1.1930 0.9809 1.1656

***

Which of them is the most stable, and which is the least stable? model 3 and model 2, in that order.

***

Model 1:
ORCA calculation (ωB97M-V with the def2-TZVPD basis set) on one molecule with the formula C4H8N2S2.

Frontier orbital gap   7.92 eV
Highest occupied orbital energy   -8.786 eV
Lowest unoccupied orbital energy   -0.9 eV
Multiplicity   1
SMILES   C/N=C(\NC)C(=S)S

Cartesian coordinates (Å):
N1 0.2139 -1.1666 -0.2736
S1 -2.6965 -1.6713 -0.2012
N2 -0.0804 1.1979 0.2994
H1 1.2550 0.7909 -1.1722
H2 -0.4288 -2.0657 -0.3349
H3 1.9020 -2.2760 0.5065
H4 2.2360 -0.6486 -0.0299
C1 -0.4340 0.0154 0.1162
C2 -2.0414 -0.1336 0.2229
H5 1.4690 -0.6342 1.4341
C3 1.4954 -1.2299 0.4502
C4 1.1781 1.7017 -0.5299
S2 -2.9148 1.4849 0.1345
H6 1.8832 1.3817 0.1879
H7 1.0385 2.6111 -0.9575
H8 -4.0751 0.6422 0.1474

***

Model 2:
ORCA calculation (ωB97M-V with the def2-TZVPD basis set) on a 2-piece molecular cluster, C4H8N2S2 overall.

Frontier orbital gap   8.24 eV
Highest occupied orbital energy   -8.283 eV
Lowest unoccupied orbital energy   0.0 eV
Multiplicity   1
SMILES   N/C=C\C=S.C=NS

Cartesian coordinates (Å):
N1 4.0692 0.3549 -0.1861
H1 5.1356 1.9714 0.3751
S1 -0.5269 -0.7313 0.4255
C1 -1.3251 0.6679 0.0259
H2 -3.0209 1.8816 -0.4742
H3 -4.2909 -2.0188 0.1099
H4 5.9070 0.3311 0.8296
H5 -4.7086 0.1988 -0.3956
H6 -2.5687 -1.7153 0.3114
C2 -3.6822 -0.0921 -0.1811
N2 -3.5111 -1.3830 0.1019
S2 4.0111 -1.3586 -0.1880
C3 5.0836 0.8839 0.3651
C4 -2.6998 0.8750 -0.2240
H7 -0.7125 1.5699 -0.0616
H8 2.8402 -1.4354 -0.8337

***

Which of them is the most stable, and which is the least stable? model 2 and model 1, in that order.